No. 1
Computed, not measured: a cluster of 10 separate species, C37H102N9O10 in total in a non-equilibrium geometry, with ωB97M-V with the def2-TZVPD basis set.

Properties
Charge   -1
Max |F|   3.8 eV/Å
E_HOMO   -0.063 Eh
HOMO-LUMO gap   3.7 eV

Each atom is followed by the atoms it is bonded to, with distances in Å.
CARTESIAN COORDINATES (ANGSTROEM)
1 C -16.3383 7.1056 7.9259  O2 1.368, H3 1.090, H4 1.090, H5 1.090
2 O -15.5562 6.7550 8.9924  C1 1.368
3 H -16.9425 6.2706 7.5711  C1 1.090
4 H -16.9535 7.9622 8.2016  C1 1.090
5 H -15.7414 7.3415 7.0450  C1 1.090
6 C -10.5043 2.4099 7.5304  C7 1.551, H12 1.090, H13 1.090, H14 1.090
7 C -10.3508 2.3179 9.0708  C6 1.551, C8 1.566, N11 1.474, H15 1.090
8 C -8.8762 2.1160 9.5582  C7 1.566, O9 1.454, H16 1.090, H17 1.090
9 O -8.3066 0.8896 9.0238  C8 1.454, C10 1.431
10 C -8.6996 -0.3333 9.6537  O9 1.431, H18 1.090, H19 1.090, H20 1.090
11 N -10.9514 3.5892 9.5148  C7 1.474, H21 1.010, H22 1.010
12 H -11.4333 2.9427 7.3273  C6 1.090
13 H -10.3760 1.4718 6.9906  C6 1.090
14 H -9.7397 3.0995 7.1725  C6 1.090
15 H -11.0091 1.5365 9.4504  C7 1.090
16 H -8.7980 2.1546 10.6447  C8 1.090
17 H -8.1402 2.8964 9.3650  C8 1.090
18 H -8.1234 -1.1026 9.1395  C10 1.090
19 H -9.7625 -0.5244 9.5060  C10 1.090
20 H -8.5342 -0.3540 10.7309  C10 1.090
21 H -11.7367 3.9130 8.9683  N11 1.010
22 H -10.3075 4.3561 9.3832  N11 1.010
23 C -14.5408 14.5842 8.9603  C24 1.513, H29 1.090, H30 1.090, H31 1.090
24 C -13.5005 15.0699 7.9752  C23 1.513, C25 1.523, N28 1.418, H32 1.090
25 C -13.0712 16.5000 8.2751  C24 1.523, O26 1.438, H33 1.090, H34 1.090
26 O -11.9048 16.9190 7.5464  C25 1.438, C27 1.424
27 C -11.9170 18.3415 7.4765  O26 1.424, H35 1.090, H36 1.090, H37 1.090
28 N -12.3740 14.2315 8.1712  C24 1.418, H38 1.010, H39 1.010
29 H -15.3874 15.1993 8.6553  C23 1.090
30 H -14.2786 14.6110 10.0179  C23 1.090
31 H -14.7918 13.5414 8.7657  C23 1.090
32 H -13.8723 14.9315 6.9599  C24 1.090
33 H -12.9338 16.6369 9.3477  C25 1.090
34 H -13.9380 17.0921 7.9812  C25 1.090
35 H -12.7361 18.6190 6.8131  C27 1.090
36 H -10.8958 18.4737 7.1192  C27 1.090
37 H -12.1024 18.7376 8.4749  C27 1.090
38 H -11.6217 14.8722 7.9624  N28 1.010
39 H -12.2124 14.1379 9.1638  N28 1.010
40 C -18.8590 8.1326 -0.3619  C41 1.477, H46 1.090, H47 1.090, H48 1.090
41 C -19.3254 8.4903 0.9935  C40 1.477, C42 1.595, N45 1.492, H49 1.090
42 C -18.7028 9.8366 1.5796  C41 1.595, O43 1.458, H50 1.090, H51 1.090
43 O -17.2489 9.7846 1.6708  C42 1.458, C44 1.444
44 C -16.6490 10.9155 2.3381  O43 1.444, H52 1.090, H53 1.090, H54 1.090
45 N -20.8091 8.6018 0.8837  C41 1.492, H55 1.010, H56 1.010
46 H -19.4774 8.6034 -1.1262  C40 1.090
47 H -18.9731 7.0793 -0.6180  C40 1.090
48 H -17.7967 8.3739 -0.3974  C40 1.090
49 H -18.9950 7.6726 1.6340  C41 1.090
50 H -19.0127 10.1614 2.5728  C42 1.090
51 H -18.7657 10.6495 0.8562  C42 1.090
52 H -17.3552 11.7337 2.1961  C44 1.090
53 H -15.6729 11.3163 2.0648  C44 1.090
54 H -16.6211 10.7197 3.4100  C44 1.090
55 H -20.9491 7.6499 0.5764  N45 1.010
56 H -21.1693 8.7637 1.8132  N45 1.010
57 C -8.4704 8.7110 11.1242  C58 1.510, H63 1.090, H64 1.090, H65 1.090
58 C -9.4138 9.6507 11.8372  C57 1.510, C59 1.549, N62 1.479, H66 1.090
59 C -9.1527 11.1489 11.5429  C58 1.549, O60 1.424, H67 1.090, H68 1.090
60 O -10.1058 11.9011 12.2873  C59 1.424, C61 1.443
61 C -9.9577 13.3327 12.3926  O60 1.443, H69 1.090, H70 1.090, H71 1.090
62 N -10.8424 9.3437 11.6084  C58 1.479, H72 1.010, H73 1.010
63 H -8.6068 7.6669 11.4058  C57 1.090
64 H -7.3956 8.8741 11.2038  C57 1.090
65 H -8.6346 8.8325 10.0535  C57 1.090
66 H -9.1792 9.5465 12.8966  C58 1.090
67 H -9.1440 11.3673 10.4750  C59 1.090
68 H -8.2002 11.4592 11.9724  C59 1.090
69 H -9.3471 13.4222 13.2912  C61 1.090
70 H -10.8968 13.7962 12.6952  C61 1.090
71 H -9.4808 13.8706 11.5733  C61 1.090
72 H -11.2469 10.2401 11.8388  N62 1.010
73 H -10.8959 9.3885 10.6008  N62 1.010
74 C -22.1050 11.1793 10.0272  C75 1.530, H80 1.090, H81 1.090, H82 1.090
75 C -22.3547 9.7287 10.4447  C74 1.530, C76 1.510, N79 1.474, H83 1.090
76 C -23.7224 9.5773 11.0673  C75 1.510, O77 1.437, H84 1.090, H85 1.090
77 O -23.6997 8.7889 12.2680  C76 1.437, C78 1.422
78 C -24.8121 7.9577 12.5762  O77 1.422, H86 1.090, H87 1.090, H88 1.090
79 N -22.2294 8.8785 9.2470  C75 1.474, H89 1.010, H90 1.010
80 H -21.2162 11.3617 9.4233  C74 1.090
81 H -22.1540 11.7133 10.9762  C74 1.090
82 H -22.9081 11.5172 9.3722  C74 1.090
83 H -21.6206 9.5032 11.2182  C75 1.090
84 H -24.4056 9.1154 10.3545  C76 1.090
85 H -24.0341 10.5723 11.3850  C76 1.090
86 H -24.7243 7.3273 13.4611  C78 1.090
87 H -25.1320 7.1884 11.8734  C78 1.090
88 H -25.6926 8.5459 12.8348  C78 1.090
89 H -21.2791 8.5378 9.2778  N79 1.010
90 H -22.8352 8.0787 9.1313  N79 1.010
91 C -18.0083 -2.3421 -0.0813  C92 1.529, H97 1.090, H98 1.090, H99 1.090
92 C -16.9718 -1.4861 0.6478  C91 1.529, C93 1.486, N96 1.511, H100 1.090
93 C -17.4229 -0.8696 1.9227  C92 1.486, O94 1.436, H101 1.090, H102 1.090
94 O -16.4390 -0.0837 2.6135  C93 1.436, C95 1.421
95 C -16.9407 0.8353 3.5747  O94 1.421, H103 1.090, H104 1.090, H105 1.090
96 N -15.7001 -2.2924 0.7693  C92 1.511, H106 1.010, H107 1.010
97 H -17.5009 -2.8140 -0.9227  C91 1.090
98 H -18.8892 -1.7821 -0.3952  C91 1.090
99 H -18.4286 -3.1274 0.5470  C91 1.090
100 H -16.6584 -0.6640 0.0043  C92 1.090
101 H -17.8412 -1.5164 2.6940  C93 1.090
102 H -18.1914 -0.1053 1.8073  C93 1.090
103 H -16.1649 1.1369 4.2785  C95 1.090
104 H -17.6635 0.3630 4.2399  C95 1.090
105 H -17.4524 1.7029 3.1582  C95 1.090
106 H -15.0287 -1.7050 1.2428  N96 1.010
107 H -15.8276 -3.1305 1.3184  N96 1.010
108 C -16.7903 11.6969 14.1284  C109 1.525, H114 1.090, H115 1.090, H116 1.090
109 C -15.7086 10.6231 14.0962  C108 1.525, C110 1.609, N113 1.454, H117 1.090
110 C -14.7106 10.8450 15.3392  C109 1.609, O111 1.465, H118 1.090, H119 1.090
111 O -13.6859 9.7999 15.4127  C110 1.465, C112 1.434
112 C -12.7080 10.2117 16.3771  O111 1.434, H120 1.090, H121 1.090, H122 1.090
113 N -16.3757 9.3388 14.2326  C109 1.454, H123 1.010, H124 1.010
114 H -17.2625 11.7123 15.1106  C108 1.090
115 H -17.6567 11.4170 13.5292  C108 1.090
116 H -16.3702 12.6998 14.0515  C108 1.090
117 H -15.1775 10.6180 13.1444  C109 1.090
118 H -15.3500 11.0406 16.2000  C110 1.090
119 H -14.2402 11.8281 15.3587  C110 1.090
120 H -12.1492 9.2907 16.5433  C112 1.090
121 H -13.0497 10.4597 17.3820  C112 1.090
122 H -11.9596 10.9347 16.0526  C112 1.090
123 H -16.9935 9.1836 13.4489  N113 1.010
124 H -17.0029 9.0979 14.9867  N113 1.010
125 C -19.2792 3.8355 12.0747  C126 1.525, H131 1.090, H132 1.090, H133 1.090
126 C -18.7647 2.8698 13.1365  C125 1.525, C127 1.540, N130 1.428, H134 1.090
127 C -17.8901 1.6731 12.7201  C126 1.540, O128 1.453, H135 1.090, H136 1.090
128 O -16.7525 2.0245 11.8868  C127 1.453, C129 1.393
129 C -16.9762 2.0176 10.5121  O128 1.393, H137 1.090, H138 1.090, H139 1.090
130 N -17.9699 3.6076 14.0659  C126 1.428, H140 1.010, H141 1.010
131 H -18.4853 4.4948 11.7236  C125 1.090
132 H -20.1233 4.4109 12.4548  C125 1.090
133 H -19.7162 3.3116 11.2245  C125 1.090
134 H -19.6700 2.4611 13.5853  C126 1.090
135 H -18.4033 0.9174 12.1253  C127 1.090
136 H -17.3398 1.2663 13.5685  C127 1.090
137 H -17.0838 1.0228 10.0796  C129 1.090
138 H -16.0559 2.3487 10.0310  C129 1.090
139 H -17.7972 2.6093 10.1072  C129 1.090
140 H -18.4837 4.3964 14.4319  N130 1.010
141 H -17.8245 3.0012 14.8604  N130 1.010
142 C -10.8620 7.8473 4.1220  C143 1.574, H148 1.090, H149 1.090, H150 1.090
143 C -9.8616 8.3402 5.2330  C142 1.574, C144 1.576, N147 1.388, H151 1.090
144 C -8.7473 9.2838 4.6405  C143 1.576, O145 1.398, H152 1.090, H153 1.090
145 O -7.8547 8.5796 3.8273  C144 1.398, C146 1.397
146 C -6.8208 9.3061 3.2321  O145 1.397, H154 1.090, H155 1.090, H156 1.090
147 N -10.6686 9.0403 6.1198  C143 1.388, H157 1.010, H158 1.010
148 H -10.4625 7.0122 3.5466  C142 1.090
149 H -11.0664 8.5846 3.3456  C142 1.090
150 H -11.8842 7.7088 4.4742  C142 1.090
151 H -9.4221 7.4990 5.7690  C143 1.090
152 H -8.2112 9.8470 5.4044  C144 1.090
153 H -9.1396 10.0405 3.9610  C144 1.090
154 H -6.2855 9.7223 4.0855  C146 1.090
155 H -7.0489 10.1127 2.5353  C146 1.090
156 H -6.1497 8.5997 2.7436  C146 1.090
157 H -11.6152 8.6898 6.1548  N147 1.010
158 H -10.8883 9.9628 5.7723  N147 1.010

No. 2
Computed, not measured: an isolated molecule of C6H7NO2 in a non-equilibrium geometry, with ωB97M-V with the def2-TZVPD basis set.

Properties
Charge   0
Max |F|   5.6 eV/Å
E_HOMO   -0.331 Eh
Energy above the lowest of the compared OMol25 structures with the same formula, charge and spin   5.1927 eV
HOMO-LUMO gap   9.3 eV

Each atom is followed by the atoms it is bonded to, with distances in Å.
CARTESIAN COORDINATES (ANGSTROEM)
1 C 1.8485 -0.0120 1.5905  C2 1.297, C3 1.528, H10 1.061
2 C 0.9222 -0.9191 1.6026  C1 1.297, H11 1.128
3 C 1.8881 0.9285 0.3866  C1 1.528, N7 1.351, O8 1.220
4 C -0.9403 -1.0379 -1.0655  C5 1.524, C6 1.465, H12 1.061, H13 1.136
5 C -1.7092 -0.0796 -0.1647  C4 1.524, C6 1.475, O9 1.436, H14 0.983
6 C -0.2343 -0.1017 -0.1881  C4 1.465, C5 1.475, N7 1.365
7 N 0.7349 0.8512 -0.3136  C3 1.351, C6 1.365, H15 1.075
8 O 2.7719 1.7275 0.1233  C3 1.220
9 O -2.4032 0.9093 -0.9407  C5 1.436, H16 0.918
10 H 2.6212 0.0457 2.3146  C1 1.061
11 H 0.1992 -1.7391 1.8798  C2 1.128
12 H -0.9999 -2.0785 -0.8661  C4 1.061
13 H -1.0521 -0.7414 -2.1569  C4 1.136
14 H -2.2766 -0.3181 0.6023  C5 0.983
15 H 0.5961 1.6162 -1.0566  N7 1.075
16 H -1.9666 0.9489 -1.7475  O9 0.918

> Which of these has the highest charge?

C6H7NO2

> Among the records above, which one has the highest HOMO-LUMO gap?

C6H7NO2

> Look up the max |F| of the second one.

5.6 eV/Å

Please write out number 2 again, unchanged.
Computed, not measured: an isolated molecule of C6H7NO2 in a non-equilibrium geometry, with ωB97M-V with the def2-TZVPD basis set.

Properties
Charge   0
Max |F|   5.6 eV/Å
E_HOMO   -0.331 Eh
Energy above the lowest of the compared OMol25 structures with the same formula, charge and spin   5.1927 eV
HOMO-LUMO gap   9.3 eV

Each atom is followed by the atoms it is bonded to, with distances in Å.
CARTESIAN COORDINATES (ANGSTROEM)
1 C 1.8485 -0.0120 1.5905  C2 1.297, C3 1.528, H10 1.061
2 C 0.9222 -0.9191 1.6026  C1 1.297, H11 1.128
3 C 1.8881 0.9285 0.3866  C1 1.528, N7 1.351, O8 1.220
4 C -0.9403 -1.0379 -1.0655  C5 1.524, C6 1.465, H12 1.061, H13 1.136
5 C -1.7092 -0.0796 -0.1647  C4 1.524, C6 1.475, O9 1.436, H14 0.983
6 C -0.2343 -0.1017 -0.1881  C4 1.465, C5 1.475, N7 1.365
7 N 0.7349 0.8512 -0.3136  C3 1.351, C6 1.365, H15 1.075
8 O 2.7719 1.7275 0.1233  C3 1.220
9 O -2.4032 0.9093 -0.9407  C5 1.436, H16 0.918
10 H 2.6212 0.0457 2.3146  C1 1.061
11 H 0.1992 -1.7391 1.8798  C2 1.128
12 H -0.9999 -2.0785 -0.8661  C4 1.061
13 H -1.0521 -0.7414 -2.1569  C4 1.136
14 H -2.2766 -0.3181 0.6023  C5 0.983
15 H 0.5961 1.6162 -1.0566  N7 1.075
16 H -1.9666 0.9489 -1.7475  O9 0.918